1.
ORCA calculation (ωB97M-V/def2-TZVPD) on a cluster of 2 separate species, C2HCl2O2P in total at a distorted geometry.

Calculated values
E_LUMO (spin up / spin down): -4.21 / -4.06 eV
E_tot: -1488.73877 a.u.
net charge: 0
orbital gap (spin up / spin down): 6.30 / 6.16 eV
relative energy (zero: lowest compared OMol25 entry of this formula, charge and spin): 765.0 kJ/mol

Positions of all 8 atoms, in Å:
Cl -1.1205 1.9554 0.9972
Cl 2.4876 -1.5031 2.0751
P -1.1803 -1.7647 2.1935
O -0.9826 -0.5310 -0.1062
O -1.7632 -1.4902 0.6464
C -0.2781 -0.3644 2.0267
C -0.3184 0.3116 0.6917
H 0.5214 0.6305 0.1868

natural (NBO) atomic charge list, values in e, 4 entries: Cl -0.082; Cl -0.358; P 1.132; O -0.179



2.
ORCA calculation (ωB97M-V/def2-TZVPD) on a cluster of 2 separate species, C2HCl2O3 in total at a distorted geometry.

Calculated values
E_LUMO: 3.33 eV
E_tot: -1222.94367 a.u.
net charge: -1
orbital gap: 6.27 eV
relative energy (zero: lowest compared OMol25 entry of this formula, charge and spin): 225.4 kJ/mol

Positions of all 8 atoms, in Å:
Cl -0.0083 -0.8057 -0.4508
Cl -2.5020 -0.9498 0.7652
O -0.5411 -1.2515 -3.2047
O -0.4478 0.7306 1.6245
O -2.4044 -2.4673 -2.6147
C -1.4981 -1.8705 -2.9464
C -0.6128 -0.5932 1.2529
H -0.5491 1.4640 0.9882

natural (NBO) atomic charge list, values in e, 4 entries: Cl -0.254; Cl -0.402; O -0.534; O -0.765



3.
ORCA calculation (ωB97M-V/def2-TZVPD) on a cluster of 2 separate species, C2HCl3FN in total at a distorted geometry.

Calculated values
E_LUMO (spin up / spin down): -2.23 / -2.26 eV
E_tot: -1611.84696 a.u.
net charge: 0
orbital gap (spin up / spin down): 7.43 / 7.24 eV
relative energy (zero: lowest compared OMol25 entry of this formula, charge and spin): 347.2 kJ/mol

Positions of all 8 atoms, in Å:
Cl 0.0617 -1.1646 -1.8739
Cl 0.1930 1.7553 -1.7470
Cl 2.2141 0.1355 -0.3654
F -0.3552 -2.1826 1.2922
N -0.9538 0.7222 1.1769
C -0.2754 0.2023 0.3503
C 0.4952 0.2054 -0.8398
H -1.3795 0.3265 2.0066

natural (NBO) atomic charge list, values in e, 4 entries: Cl 0.149; Cl 0.080; Cl 0.117; F -0.761